The following is a DFT calculation (the ωB97M-V functional and the def2-TZVPD basis) of a 13-piece molecular cluster, C25H61BrN12O27 overall in a non-equilibrium geometry.

Output
HOMO level	-9.7	eV
frontier orbital gap	0.3299	Eh
2S+1	1
strongest force on any atom	2.33	eV/Å
net charge	0

Each atom is followed by the atoms it is bonded to, with distances in Å.
Geometry (Å):
1 C -2.004 1.544 2.979  O2 1.385, H18 1.055, H19 1.070, H20 1.072
2 O -2.387 0.568 3.884  C1 1.385, C3 1.406
3 C -1.306 -0.165 4.407  O2 1.406, C4 1.516, H21 1.060, H22 1.071
4 C -0.736 -1.178 3.433  C3 1.516, C5 1.518, H23 1.065, H24 1.064
5 C -0.406 -2.532 4.035  C4 1.518, C6 1.501, H25 1.065, H26 1.064
6 C 0.911 -3.035 3.521  C5 1.501, C7 1.525, H27 1.061, H28 1.064
7 C 2.058 -2.220 4.107  C6 1.525, C8 1.511, H29 1.062, H30 1.067
8 C 3.065 -1.683 3.116  C7 1.511, C9 1.493, H31 1.063, H32 1.068
9 C 2.875 -0.235 2.801  C8 1.493, C10 1.503, H33 1.072, H34 1.062
10 C 3.708 0.258 1.651  C9 1.503, C11 1.503, H35 1.060, H36 1.067
11 C 3.364 -0.367 0.328  C10 1.503, C12 1.505, H37 1.061, H38 1.064
12 C 2.304 0.389 -0.428  C11 1.505, C13 1.504, H39 1.067, H40 1.063
13 C 1.569 -0.527 -1.366  C12 1.504, O14 1.440, H41 1.061, H42 1.063
14 O 0.370 -1.004 -0.727  C13 1.440, C15 1.295
15 C 0.071 -2.212 -1.083  O14 1.295, O16 1.168, Br17 1.934
16 O -0.896 -2.483 -1.680  C15 1.168
17 Br 1.279 -3.646 -0.609  C15 1.934
18 H -2.866 1.792 2.424  C1 1.055
19 H -1.266 1.232 2.270  C1 1.070
20 H -1.646 2.440 3.446  C1 1.072
21 H -1.587 -0.597 5.333  C3 1.060
22 H -0.529 0.537 4.630  C3 1.071
23 H 0.161 -0.763 3.036  C4 1.065
24 H -1.406 -1.291 2.615  C4 1.064
25 H -0.427 -2.549 5.099  C5 1.065
26 H -1.157 -3.202 3.688  C5 1.064
27 H 1.013 -4.038 3.854  C6 1.061
28 H 0.948 -2.998 2.459  C6 1.064
29 H 2.591 -2.903 4.722  C7 1.062
30 H 1.681 -1.467 4.762  C7 1.067
31 H 4.024 -1.772 3.565  C8 1.063
32 H 3.071 -2.316 2.257  C8 1.068
33 H 1.857 0.017 2.578  C9 1.072
34 H 3.135 0.317 3.669  C9 1.062
35 H 3.532 1.301 1.588  C10 1.060
36 H 4.732 0.052 1.870  C10 1.067
37 H 4.248 -0.339 -0.256  C11 1.061
38 H 3.028 -1.371 0.435  C11 1.064
39 H 1.562 0.810 0.213  C12 1.067
40 H 2.707 1.174 -1.020  C12 1.063
41 H 1.282 0.036 -2.218  C13 1.061
42 H 2.207 -1.329 -1.650  C13 1.063
43 C 4.942 -4.202 0.093  N44 1.486, H47 1.082, H48 1.089, H49 1.084
44 N 5.640 -3.008 0.637  C43 1.486, O45 1.209, O46 1.206
45 O 5.911 -2.992 1.815  N44 1.209
46 O 5.897 -2.126 -0.144  N44 1.206
47 H 4.785 -4.906 0.899  C43 1.082
48 H 3.994 -3.872 -0.328  C43 1.089
49 H 5.580 -4.624 -0.676  C43 1.084
50 C -5.287 0.789 1.766  N51 1.488, H54 1.081, H55 1.085, H56 1.084
51 N -6.750 0.592 1.576  C50 1.488, O52 1.207, O53 1.207
52 O -7.164 -0.540 1.515  N51 1.207
53 O -7.434 1.583 1.495  N51 1.207
54 H -4.818 -0.184 1.826  C50 1.081
55 H -4.917 1.350 0.915  C50 1.085
56 H -5.149 1.340 2.690  C50 1.084
57 C -0.052 4.319 -0.997  N58 1.485, H61 1.081, H62 1.084, H63 1.084
58 N 0.673 3.567 0.059  C57 1.485, O59 1.212, O60 1.209
59 O 1.881 3.493 -0.008  N58 1.212
60 O 0.019 3.063 0.941  N58 1.209
61 H 0.674 4.700 -1.701  C57 1.081
62 H -0.736 3.626 -1.475  C57 1.084
63 H -0.594 5.122 -0.512  C57 1.084
64 C -0.988 0.607 -4.875  N65 1.489, H68 1.082, H69 1.085, H70 1.084
65 N -0.223 1.756 -4.316  C64 1.489, O66 1.215, O67 1.201
66 O 0.181 1.668 -3.173  N65 1.215
67 O -0.056 2.704 -5.033  N65 1.201
68 H -1.056 -0.161 -4.116  C64 1.082
69 H -1.972 0.973 -5.151  C64 1.085
70 H -0.450 0.253 -5.747  C64 1.084
71 C -6.555 3.099 -3.664  N72 1.485, H75 1.078, H76 1.084, H77 1.084
72 N -5.290 3.618 -3.085  C71 1.485, O73 1.213, O74 1.208
73 O -4.645 2.885 -2.365  N72 1.213
74 O -4.966 4.748 -3.362  N72 1.208
75 H -6.699 2.089 -3.316  C71 1.078
76 H -7.358 3.746 -3.327  C71 1.084
77 H -6.456 3.132 -4.743  C71 1.084
78 C 9.054 -3.119 2.695  N79 1.488, H82 1.081, H83 1.083, H84 1.084
79 N 9.908 -3.458 3.865  C78 1.488, O80 1.209, O81 1.206
80 O 10.747 -4.317 3.723  N79 1.209
81 O 9.704 -2.846 4.884  N79 1.206
82 H 9.353 -3.743 1.863  C78 1.081
83 H 8.025 -3.306 2.974  C78 1.083
84 H 9.208 -2.070 2.472  C78 1.084
85 C -4.433 -0.674 -3.512  N86 1.484, H89 1.082, H90 1.084, H91 1.086
86 N -5.454 0.039 -4.320  C85 1.484, O87 1.207, O88 1.210
87 O -6.603 0.007 -3.952  N86 1.207
88 O -5.062 0.624 -5.304  N86 1.210
89 H -4.918 -1.137 -2.663  C85 1.082
90 H -3.972 -1.416 -4.155  C85 1.084
91 H -3.709 0.068 -3.189  C85 1.086
92 C -4.080 5.890 -0.649  N93 1.485, H96 1.081, H97 1.085, H98 1.080
93 N -2.823 6.377 -0.027  C92 1.485, O94 1.213, O95 1.204
94 O -2.213 5.614 0.693  N93 1.213
95 O -2.480 7.503 -0.278  N93 1.204
96 H -4.247 4.870 -0.332  C92 1.081
97 H -4.879 6.543 -0.313  C92 1.085
98 H -3.959 5.947 -1.721  C92 1.080
99 C 2.489 5.052 2.624  N100 1.485, H103 1.082, H104 1.084, H105 1.083
100 N 2.474 4.491 3.999  C99 1.485, O101 1.204, O102 1.212
101 O 1.663 4.915 4.782  N100 1.204
102 O 3.283 3.622 4.242  N100 1.212
103 H 1.712 5.802 2.552  C99 1.082
104 H 3.467 5.486 2.452  C99 1.084
105 H 2.304 4.230 1.943  C99 1.083
106 C 5.299 1.608 5.601  N107 1.488, H110 1.078, H111 1.084, H112 1.084
107 N 5.409 0.197 6.061  C106 1.488, O108 1.210, O109 1.207
108 O 4.522 -0.568 5.758  N107 1.210
109 O 6.383 -0.096 6.711  N107 1.207
110 H 4.386 1.717 5.040  C106 1.078
111 H 5.292 2.239 6.482  C106 1.084
112 H 6.166 1.816 4.983  C106 1.084
113 C -1.904 -3.915 -4.430  N114 1.487, H117 1.080, H118 1.084, H119 1.084
114 N -2.683 -3.627 -5.663  C113 1.487, O115 1.215, O116 1.203
115 O -2.990 -2.468 -5.864  N114 1.215
116 O -2.954 -4.550 -6.385  N114 1.203
117 H -1.757 -2.987 -3.900  C113 1.080
118 H -2.472 -4.617 -3.829  C113 1.084
119 H -0.958 -4.347 -4.736  C113 1.084
120 C -5.377 -4.650 -8.733  N121 1.488, H124 1.080, H125 1.084, H126 1.084
121 N -6.663 -5.081 -9.345  C120 1.488, O122 1.208, O123 1.207
122 O -7.081 -6.180 -9.068  N121 1.208
123 O -7.206 -4.296 -10.085  N121 1.207
124 H -5.011 -5.446 -8.102  C120 1.080
125 H -4.685 -4.443 -9.541  C120 1.084
126 H -5.573 -3.755 -8.155  C120 1.084